Entry 1:
C5H10O2 | ωB97M-V/def2-TZVPD

As for the highest occupied orbital energy: -0.3593 Eh. The net charge is 0. As for the frontier orbital gap: 10.751 eV. As for the LUMO energy: 0.0358 Ha. The electronic energy comes out at -9441.6434 eV. The relative energy (zero: lowest compared OMol25 entry of this formula, charge and spin) is 135.0 kJ/mol. Its structure (SMILES) is OC[C@H]1CCCO1.

Each line ends with the Löwdin charge.
Element x y z (Å)
O1 0.233 0.929 -0.860  -0.116
O2 2.789 -0.112 -0.515  -0.051
C1 -0.849 -0.915 0.167  -0.136
C2 -0.751 1.469 0.048  -0.177
C3 1.703 -0.694 0.163  -0.228
C4 -1.721 0.329 0.326  -0.156
C5 0.398 -0.475 -0.597  -0.319
H1 0.417 -1.033 -1.537  0.150
H2 2.463 0.747 -0.824  0.085
H3 1.910 -1.767 0.262  0.131
H4 -0.577 -1.342 1.128  0.111
H5 -1.240 2.327 -0.431  0.122
H6 -1.390 -1.681 -0.388  0.113
H7 -2.190 0.386 1.316  0.114
H8 -2.515 0.308 -0.421  0.109
H9 -0.275 1.804 0.982  0.121
H10 1.595 -0.280 1.182  0.126



Entry 2:
C5H10O2 | ωB97M-V/def2-TZVPD

As for the highest occupied orbital energy: -0.3544 Eh. The net charge is 0. As for the frontier orbital gap: 10.607 eV. As for the LUMO energy: 0.0354 Ha. The electronic energy comes out at -9440.2409 eV. The relative energy (zero: lowest compared OMol25 entry of this formula, charge and spin) is 270.4 kJ/mol. Its structure (SMILES) is COC1(OC)CC1.

Each line ends with the Löwdin charge.
Element x y z (Å)
O1 0.364 0.596 -1.174  -0.069
O2 0.159 1.090 1.087  -0.069
C1 1.922 -0.401 0.465  -0.022
C2 -1.232 1.220 1.148  -0.090
C3 -0.659 -0.108 -1.850  -0.090
C4 0.655 -1.245 0.519  -0.038
C5 0.619 0.203 0.140  -0.597
H1 -1.458 1.812 2.036  0.093
H2 0.246 -1.543 1.482  0.112
H3 -1.622 1.719 0.260  0.088
H4 -1.590 -0.204 -1.270  0.091
H5 -0.856 0.442 -2.768  0.091
H6 -1.745 0.253 1.249  0.094
H7 2.372 -0.111 1.411  0.114
H8 -0.338 -1.116 -2.133  0.083
H9 0.558 -1.996 -0.250  0.095
H10 2.605 -0.609 -0.350  0.113



Entry 3:
C5H10O2 | ωB97M-V/def2-TZVPD

As for the highest occupied orbital energy: -0.2944 Eh. The net charge is 0. As for the frontier orbital gap: 8.684 eV. As for the LUMO energy: 0.0247 Ha. The electronic energy comes out at -9439.6200 eV. The relative energy (zero: lowest compared OMol25 entry of this formula, charge and spin) is 330.3 kJ/mol. Its structure (SMILES) is C=C/C(O)=C/C.O.

Each line ends with the Löwdin charge.
Element x y z (Å)
O1 -1.329 1.098 -3.161  -0.053
O2 0.157 -0.061 -0.885  0.019
C1 -0.373 0.510 1.352  -0.116
C2 1.846 -0.519 0.792  -0.120
C3 -1.883 0.455 1.349  -0.096
C4 1.980 -1.737 1.303  0.036
C5 0.480 -0.047 0.466  -0.365
H1 -2.043 0.893 -3.774  0.041
H2 -2.290 0.888 0.430  0.067
H3 2.579 0.064 0.241  0.111
H4 0.060 1.126 2.136  0.098
H5 -2.306 -0.540 1.461  0.072
H6 3.003 -2.063 1.474  0.055
H7 1.236 -2.515 1.263  0.071
H8 -2.223 1.004 2.220  0.062
H9 -0.567 0.618 -3.502  0.041
H10 -0.383 0.725 -1.022  0.074



Q: What is the net charge in the third record?
A: 0



Copy entry 3 word for word.
C5H10O2 | ωB97M-V/def2-TZVPD

As for the highest occupied orbital energy: -0.2944 Eh. The net charge is 0. As for the frontier orbital gap: 8.684 eV. As for the LUMO energy: 0.0247 Ha. The electronic energy comes out at -9439.6200 eV. The relative energy (zero: lowest compared OMol25 entry of this formula, charge and spin) is 330.3 kJ/mol. Its structure (SMILES) is C=C/C(O)=C/C.O.

Each line ends with the Löwdin charge.
Element x y z (Å)
O1 -1.329 1.098 -3.161  -0.053
O2 0.157 -0.061 -0.885  0.019
C1 -0.373 0.510 1.352  -0.116
C2 1.846 -0.519 0.792  -0.120
C3 -1.883 0.455 1.349  -0.096
C4 1.980 -1.737 1.303  0.036
C5 0.480 -0.047 0.466  -0.365
H1 -2.043 0.893 -3.774  0.041
H2 -2.290 0.888 0.430  0.067
H3 2.579 0.064 0.241  0.111
H4 0.060 1.126 2.136  0.098
H5 -2.306 -0.540 1.461  0.072
H6 3.003 -2.063 1.474  0.055
H7 1.236 -2.515 1.263  0.071
H8 -2.223 1.004 2.220  0.062
H9 -0.567 0.618 -3.502  0.041
H10 -0.383 0.725 -1.022  0.074